[1]
{"formula": "C17H23NO", "method": "the ωB97M-V functional and the def2-TZVPD basis", "total_charge": 0, "gap_ev": 8.97, "de_lowest_kcal_mol": 305.2, "e_lumo_ev": 0.7, "symbols": ["O", "C", "H", "C", "N", "C", "C", "H", "C", "H", "H", "C", "C", "C", "H", "C", "H", "C", "H", "H", "H", "H", "H", "H", "C", "C", "C", "C", "C", "C", "C", "H", "H", "H", "H", "H", "H", "H", "H", "H", "H", "H"], "coordinates": [[-0.71, 2.70, 2.77], [-1.59, 1.50, 2.47], [-2.37, 1.30, 3.13], [-0.72, 0.32, 2.33], [-0.31, 0.26, 1.04], [0.88, 1.21, 0.60], [0.71, 1.67, -0.77], [-0.59, 1.83, -1.07], [1.34, 2.88, -1.39], [0.71, 3.69, -1.43], [2.21, 3.00, -0.71], [2.07, 2.44, -2.79], [2.94, 1.47, -2.12], [2.44, 0.17, -1.91], [2.69, -0.62, -1.54], [1.07, 0.59, -1.97], [0.25, -0.23, -1.94], [1.06, 1.54, -3.17], [-0.03, 1.91, -3.50], [1.44, 0.96, -4.14], [4.09, 1.57, -2.23], [2.67, 3.19, -3.27], [1.94, 0.70, 0.57], [0.89, 1.97, 1.18], [0.19, -1.27, 0.55], [-0.85, -2.29, 0.76], [-2.01, -1.78, 0.20], [-3.02, -2.89, -0.14], [-2.79, -3.98, 0.64], [-1.73, -4.38, 1.36], [-0.73, -3.52, 1.25], [0.09, -3.65, 1.84], [-1.67, -5.38, 1.75], [-3.77, -4.62, 0.61], [-3.90, -2.45, -0.52], [-1.97, -1.08, -0.53], [0.89, -1.50, 1.53], [1.11, -1.39, -0.03], [0.17, 0.34, 3.03], [-1.14, -0.54, 2.42], [-1.90, 1.75, 1.60], [-0.04, 2.63, 3.56]]}



[2]
{"formula": "C10H13N3OV", "method": "the ωB97M-V functional and the def2-TZVPD basis", "total_charge": 2, "gap_ev": [9.48, 9.60], "multiplicity": 4, "s2": 3.7594, "e_lumo_ev": [-7.0, -7.9], "symbols": ["V", "C", "C", "C", "C", "C", "C", "H", "H", "H", "H", "H", "H", "C", "N", "C", "C", "O", "N", "C", "N", "H", "H", "H", "H", "H", "H", "H"], "coordinates": [[0.03, 0.67, -1.19], [-2.20, 1.13, -1.52], [-1.49, 2.34, -1.55], [-0.44, 2.53, -2.46], [-0.10, 1.50, -3.36], [-0.78, 0.28, -3.32], [-1.83, 0.09, -2.40], [-3.07, 1.02, -0.90], [-1.81, 3.17, -0.93], [0.04, 3.49, -2.54], [0.65, 1.68, -4.12], [-0.56, -0.49, -4.05], [-2.41, -0.82, -2.43], [1.17, -2.20, 3.41], [1.04, -1.41, 2.19], [1.86, -1.65, 1.01], [1.39, -0.54, 0.12], [1.71, -0.23, -1.05], [0.46, 0.20, 0.75], [0.28, -0.35, 2.00], [-0.54, 0.18, 2.88], [1.41, -3.23, 3.15], [0.24, -2.20, 3.96], [1.97, -1.80, 4.05], [1.70, -2.64, 0.57], [2.93, -1.55, 1.23], [-1.05, 1.02, 2.66], [-0.62, -0.18, 3.82]]}



[3]
{"formula": "C24H36CoFN6O6", "method": "the ωB97M-V functional and the def2-TZVPD basis", "total_charge": 2, "gap_ev": [8.11, 7.42], "multiplicity": 5, "de_lowest_kcal_mol": 0.0, "s2": 6.0108, "e_lumo_ev": [-5.3, -5.9], "symbols": ["Co", "C", "C", "N", "C", "C", "C", "O", "O", "C", "O", "C", "C", "C", "F", "C", "C", "C", "N", "C", "C", "N", "C", "C", "H", "H", "H", "H", "H", "H", "H", "H", "H", "H", "H", "H", "H", "H", "H", "H", "H", "H", "N", "C", "C", "C", "O", "O", "H", "H", "H", "H", "H", "H", "C", "N", "C", "C", "O", "N", "C", "C", "H", "H", "H", "H", "H", "H", "H", "H", "H", "H", "H", "H"], "coordinates": [[1.75, 2.31, -0.53], [-3.34, -1.24, 3.92], [-1.99, -1.88, 3.62], [-1.31, -1.25, 2.47], [-0.37, -0.34, 2.70], [0.30, 0.36, 1.73], [1.35, 1.32, 2.21], [1.53, 1.46, 3.40], [2.05, 1.91, 1.29], [-0.01, 0.13, 0.38], [0.52, 0.74, -0.61], [-1.02, -0.88, 0.11], [-1.39, -1.20, -1.20], [-2.33, -2.14, -1.45], [-2.61, -2.44, -2.74], [-3.00, -2.84, -0.42], [-2.65, -2.51, 0.88], [-1.66, -1.55, 1.16], [-4.00, -3.80, -0.66], [-4.01, -5.04, 0.11], [-5.44, -5.31, 0.57], [-6.38, -4.75, -0.47], [-5.81, -4.92, -1.85], [-4.60, -3.99, -1.98], [-3.80, -1.74, 4.77], [-4.02, -1.30, 3.07], [-3.21, -0.19, 4.18], [-2.07, -2.95, 3.43], [-1.32, -1.76, 4.47], [-0.12, -0.13, 3.73], [-0.90, -0.70, -2.03], [-3.18, -2.98, 1.69], [-3.35, -4.97, 0.97], [-3.64, -5.87, -0.50], [-5.68, -4.81, 1.51], [-5.64, -6.37, 0.67], [-6.50, -3.75, -0.29], [-7.30, -5.18, -0.39], [-6.58, -4.68, -2.58], [-5.55, -5.97, -1.94], [-4.91, -3.02, -2.37], [-3.91, -4.43, -2.71], [1.53, 2.12, -2.66], [1.06, 3.30, -3.40], [-0.11, 3.97, -2.69], [0.34, 4.70, -1.44], [0.11, 5.85, -1.21], [1.05, 3.94, -0.58], [2.44, 1.82, -3.01], [0.89, 1.34, -2.77], [0.77, 3.02, -4.42], [1.89, 4.00, -3.49], [-0.86, 3.23, -2.42], [-0.58, 4.71, -3.34], [4.86, 0.36, 0.64], [5.26, 1.76, 0.63], [6.04, 2.20, 1.79], [4.69, 2.61, -0.23], [3.65, 2.25, -0.88], [5.21, 3.83, -0.43], [6.66, 4.07, -0.42], [4.42, 4.85, -1.10], [5.72, -0.23, 0.98], [4.59, 0.04, -0.36], [4.02, 0.21, 1.32], [5.61, 1.74, 2.67], [5.98, 3.28, 1.90], [7.08, 1.90, 1.70], [7.20, 3.13, -0.31], [6.96, 4.75, 0.37], [6.94, 4.51, -1.38], [3.37, 4.75, -0.85], [4.55, 4.81, -2.18], [4.76, 5.83, -0.75]]}



[4]
{"formula": "C2H4BrClN3", "method": "the ωB97M-V functional and the def2-TZVPD basis", "total_charge": 1, "gap_ev": [6.75, 8.72], "de_lowest_kcal_mol": 60.7, "e_lumo_ev": [-7.5, -5.9], "symbols": ["C", "C", "N", "N", "N", "Cl", "Br", "H", "H", "H", "H"], "coordinates": [[-1.26, -0.15, -0.31], [1.01, -0.43, 0.37], [-1.19, 1.08, -0.49], [-0.30, -0.95, 0.00], [1.25, 0.74, -0.39], [2.08, 2.02, 0.08], [-3.15, -0.72, -0.02], [1.03, -0.35, 1.42], [1.80, -1.09, 0.23], [-0.48, -1.90, 0.24], [-0.78, 1.76, -1.14]]}



[5]
{"formula": "C14H46N2O8", "method": "the ωB97M-V functional and the def2-TZVPD basis", "total_charge": 0, "gap_ev": 9.16, "de_lowest_kcal_mol": 265.3, "e_lumo_ev": 0.5, "symbols": ["C", "C", "C", "O", "C", "N", "H", "H", "H", "H", "H", "H", "H", "H", "H", "H", "H", "C", "C", "C", "O", "C", "N", "H", "H", "H", "H", "H", "H", "H", "H", "H", "H", "H", "C", "O", "H", "H", "H", "H", "C", "O", "H", "H", "H", "H", "C", "O", "H", "H", "H", "H", "C", "O", "H", "H", "H", "H", "C", "O", "H", "H", "H", "H", "C", "O", "H", "H", "H", "H"], "coordinates": [[-0.18, 2.98, 4.80], [-1.08, 3.02, 3.61], [-1.44, 1.60, 3.22], [-0.30, 0.80, 2.83], [0.36, 1.11, 1.62], [-2.18, 3.86, 3.94], [0.07, 3.99, 5.14], [0.69, 2.41, 4.47], [-0.58, 2.46, 5.67], [-0.63, 3.53, 2.76], [-2.23, 1.57, 2.47], [-1.76, 1.07, 4.12], [-0.24, 0.76, 0.78], [1.34, 0.65, 1.53], [0.59, 2.18, 1.58], [-2.90, 3.80, 3.23], [-2.61, 3.54, 4.79], [2.07, 1.70, -0.45], [2.32, 0.29, 0.12], [2.93, -0.79, -0.85], [1.91, -1.10, -1.91], [2.56, -1.64, -3.06], [3.08, 0.48, 1.35], [2.90, 2.40, -0.42], [1.39, 2.26, 0.19], [1.79, 1.63, -1.50], [1.39, -0.14, 0.49], [3.22, -1.72, -0.37], [3.92, -0.40, -1.08], [1.94, -1.57, -3.95], [2.74, -2.67, -2.75], [3.51, -1.15, -3.29], [2.76, 1.22, 1.95], [3.13, -0.39, 1.87], [-2.01, -2.99, -2.85], [-1.47, -3.09, -4.19], [-2.75, -3.78, -2.76], [-1.30, -3.20, -2.05], [-2.46, -2.00, -2.76], [-2.19, -2.83, -4.78], [0.52, -1.23, 3.40], [0.32, -1.47, 2.03], [0.97, -0.24, 3.45], [-0.48, -1.06, 3.81], [1.14, -2.02, 3.82], [-0.46, -0.96, 1.81], [-2.32, 1.63, -2.67], [-1.02, 1.14, -3.03], [-2.55, 1.38, -1.63], [-2.31, 2.72, -2.65], [-3.01, 1.21, -3.41], [-0.56, 0.65, -2.34], [-2.37, -3.62, 1.11], [-1.75, -2.77, 0.18], [-3.22, -4.24, 0.80], [-1.66, -4.35, 1.52], [-2.74, -3.06, 1.97], [-0.86, -2.57, 0.48], [-0.60, -1.00, -0.76], [0.04, -0.05, -1.60], [-0.40, -0.69, 0.27], [-1.67, -1.06, -0.93], [-0.29, -2.04, -0.89], [0.88, -0.44, -1.83], [0.69, 0.76, -4.42], [1.90, 0.12, -4.84], [0.60, 0.82, -3.33], [0.44, 1.78, -4.71], [-0.24, 0.23, -4.65], [2.65, 0.59, -4.47]]}



[6]
{"formula": "C3H8N2O2", "method": "the ωB97M-V functional and the def2-TZVPD basis", "total_charge": 0, "gap_ev": 6.34, "de_lowest_kcal_mol": 228.2, "e_lumo_ev": -2.5, "symbols": ["N", "C", "C", "O", "C", "N", "O", "H", "H", "H", "H", "H", "H", "H", "H"], "coordinates": [[1.09, 0.47, 0.75], [0.34, -0.59, 1.24], [0.21, -2.06, 0.55], [-0.03, -2.99, 1.43], [-0.61, 1.02, -1.38], [-0.09, 2.32, -1.66], [-1.76, 0.70, -1.11], [-0.05, 1.95, -0.56], [-0.35, 0.14, 0.65], [0.21, -0.83, 2.30], [-0.61, -2.02, -0.19], [1.20, -2.22, 0.09], [1.41, 0.96, 1.60], [-0.92, 2.92, -1.75], [-0.05, 0.25, -1.95]]}